[1]
C39H36Cl2KN4O3Se2Si as an isolated structure. Source: OMol25; level of theory: ωB97M-V/def2-TZVPD.

The geometry in ORCA input format:
```
! RIJCOSX wB97M-V def2-TZVPD def2/J DEFGRID3
* xyz -1 1
Se 2.46783 2.48138 -1.24847
Se 2.51871 4.44556 -0.03326
K -1.01111 -0.52827 0.45262
Cl 3.57578 -0.02372 -3.13959
Cl 2.95152 -4.60834 -0.34810
Si -4.17581 0.54380 -0.98693
O -1.14623 1.18539 2.18806
O -1.74267 -3.78778 -0.63394
O -0.02536 -2.46504 -0.04706
N -3.11916 0.68387 0.33188
N 1.98211 -2.22739 -1.96098
N 2.06466 0.21259 0.33256
N -0.19139 3.72897 0.21764
C 2.09472 1.56443 3.78102
C 4.54326 0.22282 1.57719
C 2.93419 1.18803 0.11239
C -4.99946 -1.14308 -1.14954
C 0.19970 6.08360 0.34359
C -0.88767 -2.26568 -2.26499
C -5.53901 1.85366 -1.03875
C -1.49878 3.95418 0.36853
C 5.59077 -1.34621 -1.95239
C 0.61926 4.76650 0.19885
C -3.44286 0.68617 1.64369
C -0.00557 -0.25008 3.77626
C -0.89084 -2.93081 -0.86215
C 2.16603 0.42817 4.57789
C -0.07728 0.90419 3.00392
C -2.02430 5.22999 0.51994
C -5.05047 0.55215 3.51314
C 6.13020 -2.37912 -1.20373
C 0.35198 -4.08628 -5.36052
C -2.45379 0.92383 2.64954
C 4.18806 1.24111 0.71054
C -2.76224 1.02657 3.99314
C 3.94716 -3.33695 -0.96256
C 2.42329 -0.77370 1.15856
C -1.15593 6.30951 0.51570
C -0.46089 -3.54966 -4.36989
C 0.98240 1.80189 2.99068
C 1.11755 -0.48005 4.55931
C 1.72643 -3.97102 -5.23060
C 2.27033 -3.35209 -4.11457
C -4.75271 0.48799 2.16578
C 5.30954 -3.37782 -0.70863
C 0.05497 -2.90616 -3.25300
C 3.64880 -0.80999 1.80145
C -4.06004 0.83264 4.44726
C 3.36190 -2.30648 -1.70720
C 4.22752 -1.32199 -2.19411
C -3.15886 0.79492 -2.55370
C 1.45161 -2.83663 -3.11050
H -1.97806 1.26668 4.70072
H -0.08526 -4.57721 -6.22025
H 1.16768 -1.38167 5.15720
H 7.19468 -2.40907 -1.01032
H 0.91789 2.66914 2.34707
H -3.78779 1.17395 -3.36525
H -4.28389 0.90048 5.50354
H 3.89384 -1.63816 2.45265
H -2.72065 -0.14444 -2.89905
H 5.71416 -4.20208 -0.13726
H 2.91491 2.27180 3.76262
H -5.54347 0.27368 1.45721
H -2.34554 1.50865 -2.39603
H 1.38097 -2.34890 -1.13597
H -3.09129 5.36325 0.63681
H 1.69136 -1.56350 1.29825
H 0.91206 6.89798 0.31481
H 3.03423 0.24698 5.19903
H -1.90076 -2.34506 -2.65539
H -6.24393 1.66753 -1.85441
H 6.21182 -0.55205 -2.34271
H -1.52789 7.32086 0.62673
H -5.10097 2.84518 -1.19228
H -2.13395 3.07254 0.37556
H -1.53850 -3.61590 -4.46616
H -0.63833 -1.20387 -2.15001
H -6.07110 0.38730 3.84018
H 4.86479 2.05344 0.48471
H -0.82608 -0.95631 3.76881
H -5.79193 -1.29025 -0.41046
H -6.10495 1.88908 -0.10461
H 3.34655 -3.29365 -4.00939
H -4.25995 -1.93619 -0.99614
H -5.43753 -1.27964 -2.14316
H 5.51327 0.22856 2.05958
H 2.38573 -4.36875 -5.99261
*
```

Energy relative to the best compared isomer or geometry (same formula, charge and spin): 55.0 kJ/mol
DFT total energy: -233075.694 eV



[2]
C39H36ClGdN3Si2 as an isolated structure. Source: OMol25; level of theory: ωB97M-V/def2-TZVPD.

The geometry in ORCA input format:
```
! RIJCOSX wB97M-V def2-TZVPD def2/J DEFGRID3
* xyz 1 8
Gd -1.26140 -0.11057 1.64827
Cl -1.73560 2.19846 0.61894
Si 0.63120 1.82243 -2.55952
Si 2.46215 -0.64724 -0.27775
N -3.62350 -0.15938 0.81190
N -2.70473 0.99331 3.41530
N -4.92102 0.78006 2.55265
C 1.52657 1.72064 1.46567
C -5.65810 0.41909 -1.01700
C 3.94389 0.58310 -4.05403
C -4.45301 -0.16493 -1.43881
C -4.02277 1.23787 3.51792
C -2.39719 2.07722 5.55874
C 4.14528 -0.06618 0.41581
C 1.36908 0.41651 1.92031
C -0.82413 -2.84094 1.93417
C -1.90838 1.40519 4.44737
C 3.78376 -0.56019 -4.83329
C 0.85780 1.17429 -0.83659
C -2.82246 -2.08771 2.78486
C -4.58744 1.93774 4.60435
C 6.74210 1.09087 0.68616
C -4.76236 0.42487 1.21438
C 1.34306 2.07751 0.13096
C -3.76631 2.36575 5.64203
C -1.27041 -0.24905 -3.01680
C -1.06075 -1.88368 -4.78397
C -1.64717 -1.46305 -3.58487
C 5.70076 1.45091 1.54116
C -0.18143 0.47725 -3.54708
C 3.19276 -1.70558 -4.28576
C -3.49638 -0.50176 -0.49376
C -0.10916 -1.08189 -5.41600
C 6.51430 0.04879 -0.21900
C 2.70831 -1.67864 -2.97758
C 3.46367 0.60094 -2.73889
C 0.57682 -0.17694 -0.37951
C -1.80218 -1.77893 3.72684
C -2.21598 -2.71440 1.66092
C 4.46448 0.78947 1.48655
C 5.25280 -0.54427 -0.31794
C 0.33919 0.08176 -4.79348
C -5.82999 0.68753 0.33404
C -0.55834 -2.22711 3.19513
C 1.10587 -0.60495 0.92476
C 2.87587 -0.54125 -2.19261
H 7.31241 -0.28877 -0.87448
H -2.40109 -2.08296 -3.09682
H 4.12532 -0.56360 -5.87121
H -0.21137 2.93974 -2.51502
H -2.59234 -1.07755 -0.75238
H 3.56259 1.52096 -2.15123
H 2.20356 -2.55643 -2.56987
H -0.83894 1.16201 4.35241
H 7.70989 1.59528 0.72334
H 5.10665 -1.35619 -1.03841
H -2.73049 -3.12211 0.78715
H 0.30014 -1.37244 -6.38878
H 5.85003 2.26154 2.25710
H 3.75912 1.00649 2.28426
H -1.36988 -2.82342 -5.24706
H 1.60643 0.09049 2.94062
H 3.07016 -2.60618 -4.89742
H 1.49891 3.11505 -0.16688
H 4.40653 1.48484 -4.46255
H -1.95386 -1.37244 4.72777
H 1.79046 2.51022 2.16928
H -6.42900 0.68011 -1.74065
H -4.25744 -0.37210 -2.49082
H 2.57066 -2.12268 -0.27843
H -4.18187 2.90418 6.48588
H -3.89266 -1.96514 2.94739
H 1.13153 0.67120 -5.26023
H -1.79178 0.14277 -2.13561
H -0.11157 -3.39129 1.32165
H -6.74518 1.10868 0.75432
H -0.02584 -0.88237 -0.94735
H -5.66339 2.11504 4.58515
H -1.71048 2.36755 6.35455
H -5.88212 1.03793 2.77743
H 1.00126 -1.65396 1.23692
H 0.40414 -2.17736 3.70500
*
```

Energy relative to the best compared isomer or geometry (same formula, charge and spin): 653.3 kJ/mol
DFT total energy: -94598.584 eV



[3]
C39H36N6O2PSTa as an isolated structure. Source: OMol25; level of theory: ωB97M-V/def2-TZVPD.

The geometry in ORCA input format:
```
! RIJCOSX wB97M-V def2-TZVPD def2/J DEFGRID3
* xyz 0 1
Ta -0.96927 -0.74266 0.33822
S -1.12241 -1.53829 2.38229
P 1.35095 0.44985 1.50737
O 1.19745 -1.82451 0.11558
O 0.41467 1.05806 -3.25461
N 0.94304 1.71617 2.57256
N -1.31395 1.57715 2.09509
N -1.57252 1.32676 -0.60623
N 2.12466 -0.38018 -3.44148
N -1.24583 -2.39334 -0.87974
N 0.75686 -0.41063 -1.50449
C -1.79261 -3.57429 -2.72022
C 2.41283 -0.57495 2.58774
C 2.61616 1.29202 0.48758
C 4.42719 2.52706 -1.24423
C 2.43555 0.23007 -4.73053
C 1.50616 -1.41862 -1.03742
C -2.93750 2.82713 3.34595
C 4.03228 -1.99364 4.36641
C 2.46122 2.63397 0.13877
C -5.17086 0.63646 -0.48672
C 3.71059 0.58848 -0.01092
C -1.34603 -4.47865 -1.71201
C -1.03214 -3.75767 -0.60242
C 1.04357 0.15115 -2.73234
C -2.21179 -1.07153 -2.86935
C -3.17179 -0.59177 0.18270
C -5.38941 -1.47327 0.63434
C 2.56978 -2.00956 -1.79746
C 3.50003 0.04185 3.21137
C 3.35891 3.24793 -0.72509
C -0.67371 2.22928 -1.00769
C 2.16441 -1.92043 2.84654
C 4.30227 -0.65700 4.10063
C -2.86273 1.50012 -0.97692
C 2.97097 -2.62242 3.73501
C -1.75038 -2.32061 -2.19869
C -0.50450 -4.31534 0.67737
C -5.97629 -0.35013 0.05052
C -3.78412 0.49119 -0.43555
C 4.60650 1.19985 -0.87783
C -0.99490 3.33945 -1.76240
C -1.92189 3.35089 4.14266
C -2.29773 3.48455 -2.18433
C -4.01110 -1.58554 0.70701
C -0.36406 2.08543 2.86072
C -3.24114 2.55034 -1.79219
C 2.83279 -1.44946 -2.98366
C -2.58057 1.94495 2.35100
C -0.62147 2.97857 3.90722
H 3.86734 -0.44359 0.28136
H 3.22717 4.29045 -0.98594
H 1.66980 -0.00251 -5.46851
H 0.19537 3.35352 4.51148
H -7.05374 -0.24627 0.02134
H 4.65603 -2.54457 5.05960
H -0.36593 -5.38896 0.53910
H -1.56187 -0.21608 -2.70137
H 5.44957 0.63736 -1.26107
H -4.26917 2.63726 -2.11255
H -2.14824 4.04090 4.94618
H 0.45396 -3.87499 0.95321
H -3.34060 1.48611 1.73552
H 5.14015 -0.16272 4.57594
H -0.21623 4.02743 -2.05952
H -3.97587 3.08456 3.49942
H 1.64622 3.20947 0.56076
H 1.34841 -2.41869 2.35426
H -3.22116 -0.79155 -2.56340
H 3.11541 -2.85712 -1.41484
H 2.76467 -3.66809 3.92739
H -3.57550 -2.45621 1.18011
H -1.18012 -4.16640 1.52168
H -2.23561 -1.24187 -3.94693
H -6.01319 -2.25762 1.04693
H 0.34065 2.05734 -0.69317
H 3.74162 1.07668 2.98863
H -1.26092 -5.55382 -1.79081
H -2.58281 4.31150 -2.82306
H 2.48781 1.30964 -4.62658
H 1.63427 2.02419 3.23977
H 5.12783 3.00377 -1.91807
H -5.62173 1.51904 -0.92508
H 3.61286 -1.81023 -3.64131
H 3.39666 -0.15525 -5.06328
H -2.13128 -3.81699 -3.71735
*
```

Energy relative to the best compared isomer or geometry (same formula, charge and spin): 0.0 kJ/mol
DFT total energy: -75743.398 eV



[4]
C39H36N7P2PdSe3 as an isolated structure. Source: OMol25; level of theory: ωB97M-V/def2-TZVPD.

The geometry in ORCA input format:
```
! RIJCOSX wB97M-V def2-TZVPD def2/J DEFGRID3
* xyz 1 1
Pd 1.42430 1.32880 1.50444
Se 1.98694 2.38805 -0.64507
Se 0.53440 0.80363 3.73263
Se -3.88721 1.13182 -2.54325
P 0.13508 1.83300 -1.65780
P -2.91805 -0.66263 -2.02167
N 0.75830 -1.99038 3.16283
N -0.50507 -0.88070 0.98230
N -1.47584 -1.27978 0.20938
N 0.05620 0.20781 0.49413
N 1.75245 -1.46777 5.03025
N 2.82575 2.48368 2.36692
N 2.70032 3.82847 2.36785
C 2.10286 0.36395 -4.89933
C -0.20107 0.63299 -5.53188
C 4.34043 0.79696 3.31613
C 1.28557 -3.16994 3.66115
C -0.37187 -2.86279 -4.35349
C -5.72151 -3.78331 -0.17913
C 1.25916 -4.47465 3.18904
C 3.88938 2.20088 3.10850
C 1.91234 -2.84214 4.86132
C 1.88856 -5.42966 3.96546
C -1.99994 5.05598 -2.90392
C 1.05545 -0.98408 3.98540
C -1.12166 3.98283 -2.89667
C 3.77880 5.89385 3.22125
C -1.57726 -0.42298 -0.82622
C -2.13408 -1.52450 -3.41168
C -3.55830 -3.19338 -1.04157
C -0.98817 3.22256 -1.74147
C -1.04201 -2.88811 -5.56722
C -5.31120 -1.54075 -0.93635
C -4.41717 -4.13529 -0.50368
C -0.91969 -2.18832 -3.27112
C -0.57246 0.53041 -0.66151
C -1.70543 3.54228 -0.59055
C 4.45157 3.39405 3.58702
C 2.53794 -3.79952 5.64684
C -4.00466 -1.88988 -1.25352
C 1.09589 0.25413 -5.84703
C -2.57897 4.61329 -0.60706
C -2.80331 -1.54619 -4.63279
C 2.51686 -5.09846 5.17267
C -2.26011 -2.23385 -5.70508
C 3.66944 4.41520 3.09246
C -6.16776 -2.48915 -0.39519
C -0.49950 1.11712 -4.26955
C -2.73039 5.36468 -1.76646
C 0.51292 1.22794 -3.31468
C 2.23372 -0.71168 6.17092
C 1.81655 0.85274 -3.63482
H 2.27992 0.33961 5.89728
H -2.54529 -3.47294 -1.29780
H -5.65238 -0.52993 -1.11870
H 1.56513 -0.83545 7.02199
H 2.80922 6.34457 3.43235
H 0.57839 -3.36925 -4.24749
H 0.76615 -4.72862 2.26118
H -3.42353 6.19500 -1.78164
H -3.74042 -1.01254 -4.73823
H 2.60472 0.93994 -2.89957
H -6.39136 -4.52424 0.23692
H 0.22064 -1.79630 2.29659
H 3.22661 -1.06823 6.43865
H 1.89290 -6.45998 3.63796
H -1.60278 2.93736 0.30393
H 4.16890 6.33521 2.30353
H 4.45616 6.14633 4.03307
H 1.32266 -0.12376 -6.83528
H 2.99165 -5.87978 5.74943
H -0.98813 0.54734 -6.26815
H -2.78421 -2.25553 -6.65154
H -4.07188 -5.14766 -0.34135
H 1.96690 4.25384 1.82393
H 5.25750 0.60141 2.75959
H -7.18503 -2.21494 -0.15039
H 5.32558 3.49663 4.20579
H -2.11727 5.64617 -3.80242
H -3.15535 4.85378 0.27577
H 3.01302 -3.54978 6.58521
H 4.54734 0.61495 4.37000
H -0.39138 -2.16791 -2.32581
H -0.61571 -3.41914 -6.40805
H 3.57770 0.09649 2.97574
H -1.51443 1.41437 -4.03144
H 3.11620 0.07598 -5.14398
H -0.55665 3.73986 -3.78618
*
```

DFT total energy: -269553.105 eV



[5]
C39H37As2BrClGeO4Ru as an isolated structure. Source: OMol25; level of theory: ωB97M-V/def2-TZVPD.

The geometry in ORCA input format:
```
! RIJCOSX wB97M-V def2-TZVPD def2/J DEFGRID3
* xyz -2 2
Ru 0.17670 -0.62963 -0.84968
Br 0.45646 -3.07903 0.99201
As 2.10627 -2.55166 -1.91795
As -0.41921 -0.84268 -3.20842
Ge 0.36695 1.58392 2.06288
Cl 1.76661 1.63347 -2.23817
O 0.47434 1.89496 -1.69554
O 2.20205 0.34530 -1.79918
O 2.69544 2.62097 -1.81921
O 1.69006 1.63232 -3.66285
C 1.86779 5.28769 0.57721
C -1.47606 -3.07439 1.20861
C -2.32264 0.62650 2.81540
C -2.00220 -4.05184 2.04940
C 3.08104 2.03705 5.36438
C 3.36210 -2.09774 -4.53283
C -2.64241 -0.13330 -0.81493
C 2.06330 2.24666 4.45052
C 2.71758 0.29077 3.25903
C 0.54524 3.53255 1.57506
C 3.42055 -1.65572 -5.84598
C 0.58185 0.14037 0.89747
C 2.29758 -1.05391 -6.42035
C -1.30169 0.68709 -4.06020
C 0.76062 -3.99042 -2.25767
C 1.85428 1.37241 3.39163
C 1.71058 3.96718 0.95598
C -4.19636 -3.20033 1.61480
C -1.33321 1.54031 3.15545
C -3.67376 -2.18240 0.78977
C -3.71292 1.38325 4.61316
C -0.47430 4.45303 1.77385
C 3.93130 0.95397 5.21668
C 3.75180 0.08138 4.15196
C -3.36565 -4.11846 2.24585
C 1.08781 -1.30843 -4.34499
C -1.74710 -1.06956 -0.27554
C -1.75574 -2.10688 -3.99368
C -1.55424 2.36335 4.25100
C -4.00601 -0.20921 -0.58841
C 1.16245 -0.87562 -5.66621
C -4.52022 -1.23051 0.19689
C 2.21302 -1.96250 -3.77387
C -3.50359 0.54639 3.52885
C -0.31775 5.78016 1.41910
C -2.26119 -2.09775 0.54992
C 0.85912 6.20516 0.82422
C -2.73030 2.28932 4.97435
C 3.64813 -3.86850 -1.87598
H 3.67902 -4.53207 -2.74056
H 3.21759 2.71820 6.19953
H -0.23452 -3.59708 -2.02491
H -4.63835 1.33017 5.17399
H 0.94547 -4.84900 -1.61139
H 1.42120 3.11101 4.56066
H 2.33253 -0.68991 -7.43932
H -1.91400 -1.85335 -5.04457
H -5.58748 -1.30428 0.38337
H -1.40409 4.12304 2.22110
H 0.31310 -0.36029 -6.10174
H -1.11450 6.49281 1.60578
H -1.32684 -4.73788 2.53782
H -5.26804 -3.24605 1.76912
H -2.15052 -0.02547 1.97030
H -2.69588 -1.99716 -3.45166
H -3.78633 -4.87726 2.89605
H -1.21441 0.66182 -5.14742
H 4.24499 -2.53765 -4.08102
H -2.24644 0.71155 -1.38971
H 2.49453 3.25285 0.75031
H 2.55741 -0.38584 2.42722
H 4.33494 -1.75134 -6.41459
H 2.78023 5.60084 0.08712
H -0.89268 1.62418 -3.68961
H 0.79332 -4.31259 -3.30191
H 0.98372 7.24374 0.53945
H -2.88635 2.94377 5.82434
H -1.43725 -3.14525 -3.92856
H 4.59659 -3.33807 -1.78139
H 4.41987 -0.76343 4.02523
H -4.25751 -0.17079 3.23261
H -2.35926 0.62467 -3.78804
H 3.50447 -4.46424 -0.97088
H 4.73541 0.79015 5.92518
H -0.79756 3.07918 4.54124
H -4.67689 0.52596 -1.02693
*
```

DFT total energy: -312561.309 eV